This record from OMol25 describes 6 unconnected molecules or ions with the total composition C6H21NO5 in a non-equilibrium geometry. The level of theory is ωB97M-V/def2-TZVPD.

Output
energy relative to the best compared isomer or geometry (same formula, charge and spin): 18.5 kcal/mol
spin multiplicity: 2
total charge: -1

Element x y z (Å)
1 H -0.62 -0.46 -3.21
2 C 1.74 -0.85 -1.43
3 H -2.96 -0.37 -2.32
4 O 0.43 -2.61 2.05
5 H -2.50 0.61 -1.21
6 C 2.12 1.06 1.41
7 H -0.23 -0.94 -0.50
8 H -2.11 2.51 0.76
9 O -1.79 1.91 1.47
10 C -0.34 -1.35 -2.65
11 H -2.15 -0.88 0.64
12 H -2.19 2.67 -1.60
13 C 1.37 1.43 2.44
14 H 3.42 -1.34 -0.19
15 H 1.48 -0.84 1.34
16 C 0.42 -0.97 -1.39
17 H 2.24 -1.17 -2.35
18 O -1.55 1.96 -1.64
19 H 0.84 0.70 3.05
20 O -1.30 -0.74 1.08
21 N 2.24 -0.27 1.01
22 H -1.21 1.96 -0.73
23 H -1.21 -1.97 -2.39
24 H -0.26 -2.03 1.66
25 H -2.12 2.25 2.32
26 H 2.80 1.72 0.89
27 H -1.37 0.21 1.33
28 H 1.34 2.38 2.96
29 H 0.30 -1.98 -3.26
30 H 0.42 -2.52 3.01
31 H 3.34 0.32 -0.65
32 C 2.71 -0.52 -0.35
33 O -3.28 0.11 -1.55